1.
The molecule C26H27N3O4. Source: the OMol25 dataset; level of theory: ωB97M-V with the def2-TZVPD basis set.

Computed properties:
Energy above the lowest of the compared OMol25 structures with the same formula, charge and spin = 36.7 kcal per mole
Max |F| = 0.018 hartree/bohr
Frontier orbital gap = 8.52 eV
HOMO level = -0.29763 Ha
E_LUMO = 0.42 eV

Geometry as ORCA input:
```
! RIJCOSX wB97M-V def2-TZVPD def2/J DEFGRID3
* xyz 0 1
O -1.938 2.247 1.262
C -0.950 1.777 1.794
N -0.344 2.352 2.855
C -0.748 3.644 3.386
C -1.086 3.538 4.873
C 0.182 3.513 5.718
C 0.923 4.835 5.555
C 1.149 5.178 4.109
C 2.164 6.065 3.763
C 2.388 6.415 2.446
C 1.594 5.878 1.445
C 0.582 5.000 1.777
C 0.347 4.647 3.102
C -0.339 0.493 1.331
C -1.177 -0.435 0.721
C -0.677 -1.634 0.255
C 0.675 -1.927 0.385
C 1.235 -3.201 -0.197
N 1.772 -2.964 -1.534
C 0.965 -2.621 -2.570
C -0.293 -2.981 -3.058
N -1.217 -3.916 -2.771
C -0.841 -5.250 -2.341
C -0.829 -6.192 -3.556
O -2.068 -6.190 -4.220
C -2.398 -4.895 -4.678
C -2.467 -3.905 -3.511
C -0.270 -1.887 -4.053
O -1.102 -1.365 -4.756
C 1.167 -1.630 -3.638
O 2.116 -0.996 -4.033
C 1.518 -0.989 0.967
C 1.019 0.211 1.438
H 0.472 1.924 3.261
H -1.646 3.911 2.817
H -1.682 2.639 5.039
H -1.690 4.402 5.160
H -0.070 3.355 6.769
H 0.825 2.687 5.405
H 1.881 4.802 6.078
H 0.331 5.635 6.012
H 2.784 6.481 4.544
H 3.182 7.105 2.199
H 1.763 6.145 0.413
H -0.045 4.575 1.006
H -2.223 -0.191 0.616
H -1.337 -2.348 -0.216
H 2.051 -3.588 0.419
H 0.448 -3.954 -0.259
H 2.616 -2.402 -1.526
H 0.150 -5.234 -1.892
H -1.579 -5.603 -1.614
H -0.649 -7.221 -3.242
H -0.029 -5.875 -4.245
H -3.367 -4.982 -5.170
H -1.649 -4.548 -5.405
H -2.661 -2.899 -3.882
H -3.265 -4.206 -2.824
H 2.575 -1.198 1.052
H 1.703 0.935 1.858
*
```


2.
A structure of composition C26H27N5O13P2S5Sn in a non-equilibrium geometry. Source: the OMol25 dataset; level of theory: ωB97M-V with the def2-TZVPD basis set.

Computed properties:
Max |F| = 0.035 hartree/bohr
Frontier orbital gap = 6.41 eV
HOMO level = -0.08662 Ha
E_LUMO = 4.05 eV

Geometry as ORCA input:
```
! RIJCOSX wB97M-V def2-TZVPD def2/J DEFGRID3
* xyz -2 1
Sn 1.000 -0.175 0.438
C 0.042 -4.945 0.203
C 0.125 -3.523 0.706
N 0.297 -2.553 -0.117
N 0.367 -2.932 -1.455
C 1.276 -2.314 -2.116
S 2.447 -1.175 -1.552
S 1.393 -2.782 -3.853
C 1.609 -4.585 -3.636
C 3.025 -4.963 -3.299
C 3.508 -4.814 -2.000
C 4.833 -5.101 -1.702
C 5.695 -5.548 -2.696
C 5.222 -5.703 -3.992
C 3.898 -5.409 -4.288
C 0.092 -3.289 2.166
C -0.788 -4.029 2.961
C -0.834 -3.897 4.337
C 0.064 -3.010 4.948
C 0.959 -2.283 4.200
C 1.000 -2.359 2.774
O 1.821 -1.645 2.102
H 1.016 -5.247 -0.190
H -0.233 -5.631 1.001
H -0.670 -5.013 -0.621
H 0.910 -4.871 -2.853
H 1.301 -5.028 -4.583
H 2.852 -4.437 -1.224
H 5.192 -4.961 -0.690
H 6.730 -5.767 -2.463
H 5.887 -6.048 -4.775
H 3.533 -5.517 -5.305
H -1.485 -4.705 2.476
H -1.548 -4.462 4.923
H 0.041 -2.882 6.026
H 1.636 -1.577 4.667
O -2.611 0.888 -1.982
P -1.207 1.629 -2.248
O -1.163 2.199 -3.602
O -0.100 0.817 -1.661
O -1.395 3.033 -1.233
P -1.776 2.845 0.282
O -3.377 3.160 0.180
O -1.534 4.250 1.156
O -1.716 1.541 0.952
H -2.596 0.529 -1.082
H -3.547 3.931 -0.369
N 3.893 4.312 6.824
C 2.878 3.986 5.903
C 1.589 3.698 6.345
C 0.568 3.470 5.436
C 0.833 3.503 4.076
C 2.121 3.748 3.624
C 3.132 3.994 4.536
S -0.682 4.752 2.373
O -1.611 5.444 3.223
O 0.477 5.432 1.925
N -0.225 3.317 3.097
C -1.245 2.398 3.443
S -2.912 2.819 3.709
C -3.236 1.166 4.012
C -2.092 0.443 3.941
N -0.960 1.155 3.631
H 3.760 3.910 7.738
H 4.826 4.155 6.478
H 1.381 3.665 7.410
H -0.436 3.264 5.785
H 2.317 3.754 2.558
H 4.137 4.191 4.178
H -4.240 0.814 4.187
H -2.002 -0.625 4.086
C 1.908 3.082 -1.842
S 1.969 2.988 -0.068
O 2.670 4.186 0.350
O 2.702 1.736 0.227
O 0.603 2.895 0.495
H 2.835 3.586 -2.106
H 1.038 3.653 -2.165
H 1.862 2.076 -2.252
*
```


3.
A cluster of 4 separate species, C26H27N5O3 in total. Source: the OMol25 dataset; level of theory: ωB97M-V with the def2-TZVPD basis set.

Computed properties:
Energy above the lowest of the compared OMol25 structures with the same formula, charge and spin = 102.9 kcal per mole
Max |F| = 0.019 hartree/bohr
Frontier orbital gap = 7.62 eV
HOMO level = -0.34334 Ha
E_LUMO = -1.72 eV

Geometry as ORCA input:
```
! RIJCOSX wB97M-V def2-TZVPD def2/J DEFGRID3
* xyz 0 1
H -5.563 -3.146 -2.113
N -5.407 -2.139 -2.114
C -4.702 -1.789 -1.132
C -4.369 -0.338 -0.896
C -2.927 -0.108 -0.546
C -2.520 0.540 0.542
C -1.081 0.751 0.824
O -0.709 1.542 1.666
C -0.107 -0.069 0.065
C -0.476 -0.725 -1.032
N 0.379 -1.508 -1.840
C 1.718 -0.924 -2.058
C 0.353 -2.894 -1.637
C -0.558 -3.407 -0.551
O 1.031 -3.641 -2.303
C -1.900 -0.601 -1.521
O -2.194 -0.870 -2.657
H -4.327 -2.504 -0.387
H -4.631 0.199 -1.810
H -4.990 0.038 -0.078
H -3.222 0.952 1.259
H 0.911 -0.085 0.437
H 1.592 0.098 -2.408
H 2.232 -1.473 -2.833
H 2.320 -0.942 -1.146
H -0.541 -4.492 -0.584
H -1.583 -3.046 -0.668
H -0.209 -3.058 0.423
C -0.428 4.606 4.672
C -0.805 5.894 5.017
C -1.080 6.798 4.000
N -1.001 6.497 2.706
C -0.636 5.255 2.392
C -0.343 4.276 3.330
H -0.197 3.871 5.433
H -0.883 6.200 6.052
H -1.377 7.814 4.235
H -0.578 5.031 1.332
H -0.058 3.285 3.011
C 2.094 -2.958 -7.677
C 1.666 -3.375 -6.429
C 2.041 -2.639 -5.314
N 2.800 -1.545 -5.386
C 3.207 -1.154 -6.591
C 2.883 -1.821 -7.763
H 1.820 -3.507 -8.569
H 1.050 -4.256 -6.312
H 1.722 -2.935 -4.319
H 3.823 -0.262 -6.621
H 3.241 -1.455 -8.715
C 1.952 -1.152 5.413
C 2.749 -0.313 6.176
C 2.825 1.027 5.823
N 2.176 1.555 4.789
C 1.416 0.739 4.060
C 1.271 -0.614 4.334
H 1.864 -2.203 5.657
H 3.301 -0.685 7.028
H 3.437 1.712 6.400
H 0.894 1.185 3.222
H 0.633 -1.229 3.712
*
```


4.
A structure of composition C26H27N6O2S3V in a non-equilibrium geometry. Source: the OMol25 dataset; level of theory: ωB97M-V with the def2-TZVPD basis set.

Computed properties:
Max |F| = 0.063 hartree/bohr
Frontier orbital gap (spin up / spin down) = 6.72 / 7.37 eV
HOMO level (spin up / spin down) = -0.26766 / -0.27377 Ha
E_LUMO (spin up / spin down) = -0.56 / -0.08 eV

Geometry as ORCA input:
```
! RIJCOSX wB97M-V def2-TZVPD def2/J DEFGRID3
* xyz 0 3
V 0.763 0.413 -0.714
C -0.451 1.939 -3.080
N -1.012 1.085 -1.974
C -1.686 -0.062 -2.631
C -0.628 -1.029 -3.121
N 0.471 -1.360 -2.116
C -0.028 -2.601 -1.398
C 1.742 -1.606 -2.730
C 2.042 -2.850 -3.331
C 3.115 -2.940 -4.243
C 3.950 -1.830 -4.496
C 3.726 -0.614 -3.816
C 2.687 -0.542 -2.916
S 2.579 1.030 -2.004
C -1.931 1.941 -1.199
C -3.280 2.111 -1.485
C -3.962 3.269 -1.029
C -3.419 4.105 -0.083
C -2.105 3.804 0.356
C -1.315 2.824 -0.236
S 0.315 2.499 0.335
H -1.281 2.465 -3.560
H 0.166 1.376 -3.761
H 0.177 2.688 -2.600
H -2.221 0.319 -3.524
H -2.417 -0.516 -1.954
H -0.125 -0.527 -3.943
H -1.099 -1.969 -3.469
H -0.092 -3.484 -2.018
H -0.918 -2.403 -0.897
H 0.794 -2.943 -0.739
H 1.627 -3.764 -2.982
H 3.318 -3.938 -4.618
H 4.732 -1.811 -5.220
H 4.453 0.215 -3.692
H -3.854 1.279 -1.948
H -5.062 3.390 -1.273
H -3.937 5.039 0.254
H -1.707 4.269 1.278
N -0.066 1.571 6.741
C -0.579 0.950 5.590
C -0.627 1.755 4.416
C -1.110 1.289 3.230
C -1.471 -0.074 3.250
C -1.591 -0.829 4.378
C -1.185 -0.309 5.572
S -1.711 -0.873 1.756
O -1.803 -2.311 1.891
O -2.801 -0.081 1.207
N -0.274 -0.481 0.913
C 0.903 -0.900 1.441
N 1.118 -1.370 2.654
C 2.260 -1.978 2.881
C 3.305 -2.013 1.974
C 3.048 -1.428 0.734
N 1.889 -0.816 0.506
H 0.724 2.198 6.543
H 0.310 0.825 7.365
H -0.412 2.825 4.480
H -0.952 1.766 2.184
H -2.059 -1.802 4.231
H -1.370 -0.869 6.517
H 2.323 -2.380 3.931
H 4.267 -2.472 2.265
H 3.737 -1.464 -0.071
*
```


5.
A structure of composition C26H28CeClP2 in a non-equilibrium geometry. Source: the OMol25 dataset; level of theory: ωB97M-V with the def2-TZVPD basis set.

Computed properties:
Energy above the lowest of the compared OMol25 structures with the same formula, charge and spin = 0.0 kcal per mole
Max |F| = 0.034 hartree/bohr
Frontier orbital gap (spin up / spin down) = 6.86 / 6.91 eV
HOMO level (spin up / spin down) = -0.52550 / -0.52539 Ha
E_LUMO (spin up / spin down) = -7.44 / -7.39 eV

Geometry as ORCA input:
```
! RIJCOSX wB97M-V def2-TZVPD def2/J DEFGRID3
* xyz 2 2
Ce 0.085 -0.567 1.538
Cl -0.128 -0.278 4.063
P -0.489 1.727 -0.349
C -1.822 1.805 -1.591
C -1.656 2.376 -2.869
C -2.725 2.381 -3.772
C -3.945 1.782 -3.437
C -4.098 1.171 -2.185
C -3.043 1.170 -1.273
C -1.100 2.687 1.093
C -0.206 2.858 2.170
C -0.641 3.469 3.352
C -1.955 3.938 3.458
C -2.837 3.795 2.378
C -2.410 3.196 1.190
C 0.769 2.878 -1.012
C 2.089 2.405 -1.186
C 3.069 3.266 -1.678
C 2.753 4.592 -2.001
C 1.446 5.067 -1.818
C 0.454 4.213 -1.319
H 0.851 2.568 2.067
H 0.052 3.577 4.193
H -2.293 4.412 4.385
H -3.867 4.154 2.468
H -3.093 3.111 0.343
H -0.711 2.850 -3.145
H -2.603 2.850 -4.750
H -4.764 1.762 -4.158
H -5.044 0.695 -1.922
H -3.166 0.706 -0.289
H 2.320 1.361 -0.944
H 4.094 2.903 -1.810
H 3.527 5.263 -2.381
H 1.198 6.102 -2.066
H -0.567 4.590 -1.187
H 0.260 -1.505 -3.372
H 0.941 -1.225 -3.355
C -0.590 -3.516 1.856
P 0.726 -3.207 0.581
C 2.042 -2.406 1.672
C 1.416 -4.943 0.543
C 1.659 -5.698 1.711
C 2.149 -7.005 1.624
C 2.464 -7.573 0.384
C 2.282 -6.805 -0.773
C 1.768 -5.506 -0.696
H -0.980 -2.672 2.469
H -0.200 -4.287 2.527
H -1.416 -3.968 1.292
H 2.482 -3.261 2.191
H 2.814 -1.953 1.026
H 1.827 -1.712 2.544
H 1.488 -5.289 2.714
H 2.297 -7.571 2.543
H 2.851 -8.593 0.320
H 2.539 -7.219 -1.745
H 1.638 -4.923 -1.613
*
```


6.
A structure of composition C26H28Cl2FN8O3Re. Source: the OMol25 dataset; level of theory: ωB97M-V with the def2-TZVPD basis set.

Computed properties:
Max |F| = 0.014 hartree/bohr
Frontier orbital gap = 5.18 eV
HOMO level = -0.67035 Ha
E_LUMO = -13.07 eV

Geometry as ORCA input:
```
! RIJCOSX wB97M-V def2-TZVPD def2/J DEFGRID3
* xyz 4 1
Re -3.689 -0.075 -0.317
F 2.691 -2.437 -0.647
C 2.317 -1.153 -0.646
C 0.994 -0.862 -0.584
C 0.557 0.478 -0.651
C -0.818 0.831 -0.584
O -1.719 -0.139 -0.471
C -1.159 2.185 -0.650
C -0.144 3.131 -0.770
N 1.134 2.816 -0.854
C 2.130 3.892 -0.945
C 1.837 5.094 -1.788
C 2.863 4.099 -2.239
C 1.539 1.485 -0.793
C 2.897 1.163 -0.830
C 3.334 -0.156 -0.747
N 4.661 -0.499 -0.789
C 5.252 -1.573 0.007
C 6.165 -2.439 -0.841
N 7.229 -1.564 -1.452
C 6.634 -0.421 -2.229
C 5.677 0.379 -1.350
C -2.526 2.748 -0.661
O -2.838 3.879 -0.752
O -3.480 1.728 -0.598
H 0.285 -1.674 -0.509
H -0.395 4.183 -0.804
H 2.652 4.023 -0.006
H 2.164 6.047 -1.399
H 0.915 5.129 -2.352
H 3.908 4.367 -2.181
H 2.589 3.468 -3.075
H 3.618 1.963 -0.884
H 4.495 -2.193 0.473
H 5.834 -1.119 0.821
H 5.629 -2.906 -1.666
H 6.662 -3.204 -0.248
H 7.831 -2.121 -2.065
H 7.840 -1.202 -0.714
H 6.114 -0.863 -3.078
H 7.452 0.200 -2.589
H 5.227 1.141 -1.981
H 6.234 0.890 -0.555
Cl -7.090 -1.230 1.602
C -7.276 0.078 0.516
Cl -6.013 -0.040 -0.917
H -7.049 1.041 0.959
H -8.202 0.054 -0.049
N -4.077 -5.385 0.117
N -3.877 -4.179 -0.431
N -3.438 -4.075 -1.684
C -3.293 -2.784 -1.816
N -3.625 -2.137 -0.674
N -4.003 -3.078 0.215
H -4.238 -6.093 -0.590
H -4.695 -5.360 0.918
H -2.953 -2.311 -2.725
C -3.982 -0.221 1.395
C -4.088 -0.248 2.778
C -3.934 -1.471 3.474
C -4.075 -1.477 4.842
C -4.373 -0.292 5.518
C -4.525 0.918 4.838
C -4.382 0.953 3.471
H -3.716 -2.378 2.929
H -3.960 -2.398 5.397
H -4.488 -0.311 6.595
H -4.755 1.821 5.386
H -4.490 1.883 2.927
*
```


7.
A structure of composition C26H28Cl2N7O2SSiW. Source: the OMol25 dataset; level of theory: ωB97M-V with the def2-TZVPD basis set.

Computed properties:
Energy above the lowest of the compared OMol25 structures with the same formula, charge and spin = 6.8 kcal per mole
Max |F| = 0.018 hartree/bohr
Frontier orbital gap (spin up / spin down) = 7.04 / 6.16 eV
HOMO level (spin up / spin down) = -0.39064 / -0.39776 Ha
E_LUMO (spin up / spin down) = -3.59 / -4.66 eV

Geometry as ORCA input:
```
! RIJCOSX wB97M-V def2-TZVPD def2/J DEFGRID3
* xyz 1 3
W -0.516 -0.284 1.539
O 0.885 2.051 -1.995
C 1.926 1.263 -2.326
C 2.544 1.516 -3.551
C 3.603 0.742 -3.972
C 4.080 -0.307 -3.184
C 3.476 -0.567 -1.977
C 2.396 0.208 -1.522
C 1.755 -0.137 -0.254
O 0.821 0.661 0.217
N 2.120 -1.189 0.404
N 1.338 -1.298 1.512
C 1.789 -1.951 2.530
C 1.038 -1.758 3.746
C 1.350 -2.355 4.956
C 0.633 -1.992 6.081
C -0.370 -1.041 5.960
C -0.649 -0.509 4.719
N 0.035 -0.853 3.619
H 0.607 1.810 -1.094
H 2.167 2.333 -4.152
H 4.069 0.955 -4.925
H 4.910 -0.911 -3.521
H 3.815 -1.383 -1.354
H 2.734 -2.476 2.473
H 2.150 -3.081 5.001
H 0.855 -2.439 7.041
H -0.949 -0.722 6.814
H -1.449 0.202 4.588
C -2.606 -1.099 -5.201
Si -1.846 -1.729 -3.617
C 0.004 -1.911 -3.801
C -2.659 -3.322 -3.091
C -2.150 -0.393 -2.293
C -2.710 0.837 -2.604
C -2.804 1.869 -1.662
C -2.307 1.656 -0.404
N -1.790 0.462 -0.063
C -1.725 -0.532 -0.968
S -0.958 -1.920 -0.237
H -2.462 -1.838 -5.992
H -2.143 -0.170 -5.540
H -3.681 -0.935 -5.103
H 0.234 -2.603 -4.615
H 0.462 -2.302 -2.891
H 0.474 -0.953 -4.033
H -2.496 -4.088 -3.852
H -3.737 -3.189 -2.977
H -2.264 -3.700 -2.148
H -3.066 1.020 -3.610
H -3.232 2.826 -1.919
H -2.309 2.431 0.349
Cl 3.179 3.076 0.642
C 3.940 1.815 1.613
Cl 2.902 1.295 2.964
H 4.857 2.204 2.037
H 4.128 0.955 0.978
N -2.361 1.912 2.872
C -2.496 3.207 3.176
C -1.302 3.833 2.873
C -0.480 2.821 2.384
N -1.129 1.654 2.387
H -3.025 1.148 2.970
H -3.419 3.589 3.579
H -1.060 4.874 2.994
H 0.536 2.870 2.022
N -3.307 -1.229 2.998
C -2.357 -0.931 2.410
*
```